(1)
Density functional theory data (ωB97M-V with the def2-TZVPD basis set) for C31H49FKN13O3 as an isolated structure.

Output
Lowest unoccupied orbital energy ... -1.9184 eV
Energy ... -77497.1276 eV
E_HOMO ... -6.4 eV
F_max ... 1.5 eV/Å
Gap between HOMO and LUMO ... 4.44 eV
Energy above the lowest of the compared OMol25 structures with the same formula, charge and spin ... 3.202 eV

Last column: Löwdin charge in e.
Cartesian coordinates (Å):
K (-0.6982, 0.5136, 0.0839)  0.76
N (0.1168, -0.5924, -2.2191)  -0.04
C (1.4393, -1.1941, -1.9801)  -0.25
C (2.4468, -0.1278, -1.5314)  -0.18
N (2.4265, 0.1327, -0.0768)  -0.16
C (2.7387, 1.5381, 0.2347)  -0.20
C (2.3652, 1.9759, 1.6542)  -0.25
N (1.0016, 2.5419, 1.7105)  0.01
C (3.3512, -0.7500, 0.6321)  -0.21
C (3.1101, -2.2384, 0.4639)  -0.26
N (1.7560, -2.6690, 0.8133)  0.01
H (-0.6354, -1.2704, -2.1196)  0.05
H (0.0584, -0.1720, -3.1363)  0.07
H (1.8354, -1.7275, -2.8498)  0.11
H (1.3324, -1.9223, -1.1810)  0.06
H (2.2042, 0.8093, -2.0418)  0.10
H (3.4592, -0.4175, -1.8557)  0.11
H (2.1734, 2.1680, -0.4564)  0.09
H (3.8113, 1.7338, 0.0557)  0.11
H (3.0640, 2.7544, 1.9612)  0.10
H (2.4887, 1.1410, 2.3482)  0.09
H (0.7930, 2.8230, 2.6614)  0.07
H (0.3499, 1.7904, 1.5420)  -0.04
H (3.3043, -0.5187, 1.6959)  0.11
H (4.3806, -0.5350, 0.2924)  0.12
H (3.8508, -2.7316, 1.0966)  0.11
H (3.3577, -2.5273, -0.5650)  0.10
H (1.2024, -1.9117, 1.2142)  0.02
H (1.7616, -3.4188, 1.4900)  0.08
C (-3.4652, 7.5751, -1.8187)  -0.07
C (-3.4899, 6.4909, -2.8853)  -0.20
N (-2.5580, 5.3986, -2.6118)  -0.05
C (-3.0272, 4.2750, -1.9557)  0.03
C (-2.2823, 3.2268, -1.5704)  -0.03
C (-2.9160, 2.0543, -0.8343)  -0.70
O (-3.6872, 1.3480, -1.5049)  0.01
O (-2.5276, 1.9437, 0.3576)  -0.14
C (-0.8617, 3.2281, -1.8720)  -0.29
O (-0.0849, 2.3361, -1.5584)  -0.03
C (-0.3775, 4.3991, -2.6523)  -0.03
C (0.9577, 4.4469, -3.0279)  0.09
C (1.4474, 5.5415, -3.6797)  -0.20
F (2.7410, 5.5622, -4.0932)  0.05
C (0.6445, 6.6506, -3.9384)  -0.17
C (-0.6841, 6.6096, -3.5765)  0.05
C (-1.2287, 5.4723, -2.9605)  -0.13
N (1.1604, 7.8379, -4.5467)  -0.13
C (0.7162, 8.1515, -5.8963)  -0.11
C (0.6100, 9.6885, -6.0195)  -0.07
N (1.3003, 10.2653, -4.8072)  0.04
C (2.6969, 9.7065, -4.7007)  -0.06
C (2.5595, 8.1986, -4.3637)  -0.13
H (-4.1813, 8.3660, -2.0533)  0.08
H (-2.4727, 8.0244, -1.7281)  0.07
H (-3.7263, 7.1576, -0.8445)  0.09
H (-3.2732, 6.8996, -3.8725)  0.11
H (-4.4800, 6.0473, -2.9578)  0.12
H (-4.0966, 4.2847, -1.7704)  0.15
H (1.5959, 3.6015, -2.7870)  0.14
H (-1.2875, 7.4968, -3.7296)  0.11
H (-0.2528, 7.6992, -6.0787)  0.13
H (1.4150, 7.7658, -6.6472)  0.14
H (-0.4135, 10.0509, -6.0078)  0.13
H (1.1218, 10.0792, -6.8941)  0.13
H (0.7884, 9.8901, -4.0056)  0.18
H (1.2737, 11.2803, -4.7887)  0.18
H (3.2274, 10.2691, -3.9386)  0.13
H (3.1671, 9.8810, -5.6641)  0.13
H (2.8444, 8.0151, -3.3314)  0.14
H (3.2380, 7.6367, -5.0065)  0.13
N (-2.3708, -3.2843, 4.6553)  0.06
C (-1.4321, -2.6294, 4.4514)  -0.43
N (-0.3328, -1.9106, 4.2868)  0.03
C (-0.1379, -1.1769, 3.2424)  -0.38
N (0.0901, -0.5032, 2.3097)  0.03
C (-1.8319, -6.3183, -0.2775)  -0.18
C (-0.8604, -5.4281, -1.0210)  -0.21
N (-0.8127, -4.1502, -0.3468)  0.06
C (-1.9692, -3.4672, -0.0003)  -0.38
N (-1.9416, -2.1879, 0.0738)  0.07
C (-3.0893, -1.4815, 0.6670)  -0.24
C (-3.9587, -2.3715, 1.5284)  -0.16
C (-4.2836, -3.6121, 0.7258)  -0.17
N (-3.0443, -4.2734, 0.3441)  -0.05
C (-3.1729, -5.6192, -0.1900)  -0.18
H (-1.4504, -6.4913, 0.7317)  0.12
H (-1.9457, -7.2831, -0.7754)  0.11
H (-1.1746, -5.3381, -2.0699)  0.11
H (0.1407, -5.8573, -1.0192)  0.11
H (-0.0149, -3.5440, -0.4763)  0.08
H (-3.6824, -1.0132, -0.1239)  0.11
H (-2.6929, -0.6616, 1.2663)  0.07
H (-4.8729, -1.8525, 1.8234)  0.12
H (-3.4340, -2.6674, 2.4416)  0.08
H (-4.8812, -3.3535, -0.1590)  0.12
H (-4.8610, -4.3232, 1.3161)  0.12
H (-3.6470, -5.6008, -1.1830)  0.12
H (-3.8442, -6.1705, 0.4684)  0.12


(2)
Density functional theory data (ωB97M-V with the def2-TZVPD basis set) for one molecule with the formula C4H5NO3.

Output
Lowest unoccupied orbital energy (spin up / spin down) ... -0.5436 / -0.5440 eV
Energy ... -11856.2313 eV
E_HOMO (spin up / spin down) ... -8.9 / -8.9 eV
SMILES ... O=[N+]([O-])C1=COCC1
F_max ... 9.1 eV/Å
Gap between HOMO and LUMO (spin up / spin down) ... 8.35 / 8.35 eV
Energy above the lowest of the compared OMol25 structures with the same formula, charge and spin ... 5.770 eV

Last column: natural (NBO) charge in e.
Cartesian coordinates (Å):
C (-0.5734, 1.6336, 0.6814)  0.28
C (0.8061, 0.9621, 0.8698)  -0.06
C (0.8575, -0.2381, -0.1243)  -0.48
C (-0.6805, -0.4246, -0.3340)  -0.07
N (1.8290, 1.4526, 1.6945)  0.48
O (1.6631, 2.5899, 2.1649)  -0.44
O (2.8519, 0.8147, 1.8441)  -0.39
O (-1.3260, 0.7826, 0.0325)  -0.44
H (-0.8214, 2.5880, 1.0685)  0.24
H (1.6051, 0.1495, -0.9159)  0.23
H (1.3601, -1.1345, 0.3116)  0.25
H (-0.8943, -0.7936, -1.3836)  0.21
H (-1.0527, -1.2367, 0.1807)  0.20


(3)
Density functional theory data (ωB97M-V with the def2-TZVPD basis set) for C5H9Li2O8P as an isolated structure.

Output
Lowest unoccupied orbital energy ... 3.4784 eV
Energy ... -31406.9075 eV
E_HOMO ... 0.8 eV
Charge ... -2
F_max ... 5.8 eV/Å
Gap between HOMO and LUMO ... 2.67 eV
Energy above the lowest of the compared OMol25 structures with the same formula, charge and spin ... 10.395 eV

Last column: natural (NBO) charge in e.
Cartesian coordinates (Å):
Li (-5.1083, 2.1625, -0.1402)  0.82
Li (-0.1653, 1.4952, -1.3025)  0.68
P (-1.8001, 4.6769, 0.8256)  2.46
O (-1.9046, 3.1538, 1.1283)  -1.31
O (-1.2938, 5.7033, 1.9004)  -1.22
O (-3.1111, 5.1961, 0.2167)  -1.25
O (-0.8415, 4.7608, -0.3542)  -1.18
O (-4.9071, -1.5410, -5.3919)  -0.72
C (-4.7174, -0.6166, -4.4917)  0.91
O (-3.5730, -0.2243, -4.2509)  -0.81
O (-5.6351, -0.1951, -3.7739)  -0.86
H (-5.8625, -1.6337, -5.3744)  0.47
C (2.9724, -2.7424, 1.7829)  -0.42
C (2.9138, -1.5602, 2.6230)  -0.43
C (3.5516, -0.5258, 1.7042)  -0.07
O (3.0356, -0.8633, 0.3939)  -0.53
C (2.5867, -2.2090, 0.4044)  -0.07
H (2.2522, -3.5115, 2.0621)  0.20
H (3.9734, -3.1717, 1.8240)  0.19
H (3.5354, -1.6862, 3.5095)  0.21
H (1.8778, -1.3782, 2.9086)  0.22
H (4.6386, -0.5561, 1.7784)  0.16
H (3.1547, 0.4198, 2.0734)  0.21
H (2.9224, -2.8091, -0.4413)  0.18
H (1.5052, -2.3440, 0.3855)  0.16


Question: Which value of energy does entry 1 give?
Answer: -77497.1276 eV